# 1
{"formula": "C34H35N6O3PV", "method": "ωB97M-V with the def2-TZVPD basis set", "elements": ["V", "C", "C", "C", "C", "C", "N", "C", "C", "C", "C", "C", "C", "C", "N", "C", "C", "C", "N", "C", "C", "N", "C", "C", "C", "N", "H", "H", "H", "H", "H", "H", "H", "H", "H", "H", "H", "H", "H", "H", "H", "H", "H", "H", "C", "C", "C", "C", "N", "C", "C", "C", "C", "C", "C", "C", "H", "H", "H", "H", "H", "H", "H", "H", "C", "O", "P", "O", "C", "O", "C", "H", "H", "H", "H", "H", "H", "H", "H", "H"], "xyz": [[-0.36, 0.43, -0.43], [0.78, 5.44, -3.49], [0.88, 4.40, -2.41], [0.65, 4.72, -1.06], [0.71, 3.76, -0.08], [1.01, 2.42, -0.37], [1.04, 1.41, 0.61], [1.86, 1.61, 1.72], [2.80, 2.66, 1.80], [3.51, 2.95, 2.96], [3.35, 2.20, 4.11], [4.12, 2.50, 5.38], [2.52, 1.10, 4.01], [1.82, 0.78, 2.85], [1.16, -0.49, 2.86], [0.31, -0.94, 3.82], [0.20, -2.30, 3.66], [1.06, -2.58, 2.57], [1.64, -1.49, 2.10], [1.27, 2.11, -1.72], [1.19, 3.09, -2.71], [1.75, 0.80, -2.07], [2.71, 0.47, -2.97], [2.86, -0.90, -2.90], [1.93, -1.32, -1.93], [1.27, -0.28, -1.44], [0.85, 6.44, -3.08], [1.57, 5.32, -4.23], [-0.18, 5.36, -4.02], [0.42, 5.75, -0.79], [0.52, 4.02, 0.95], [2.97, 3.28, 0.93], [4.21, 3.78, 2.95], [4.27, 3.58, 5.50], [3.60, 2.13, 6.26], [5.11, 2.04, 5.36], [2.43, 0.41, 4.85], [-0.15, -0.26, 4.53], [-0.41, -2.98, 4.22], [1.27, -3.54, 2.13], [1.37, 2.81, -3.75], [3.22, 1.21, -3.56], [3.54, -1.51, -3.46], [1.74, -2.31, -1.54], [-3.23, 3.38, 0.72], [-3.92, 2.75, 1.74], [-3.64, 1.42, 2.01], [-2.66, 0.75, 1.28], [-1.90, 1.41, 0.36], [-2.24, 2.69, 0.06], [-2.42, -0.70, 1.28], [-3.26, -1.61, 1.93], [-3.11, -2.96, 1.70], [-2.13, -3.40, 0.81], [-1.29, -2.49, 0.19], [-1.39, -1.10, 0.40], [-3.46, 4.40, 0.43], [-4.67, 3.28, 2.31], [-4.19, 0.89, 2.77], [-1.68, 3.15, -0.74], [-4.03, -1.26, 2.61], [-3.76, -3.67, 2.18], [-2.02, -4.46, 0.62], [-0.50, -2.86, -0.47], [-1.74, -2.55, -3.20], [-2.30, -1.24, -3.18], [-1.62, 0.03, -2.43], [-0.73, 0.65, -3.64], [-1.26, 0.90, -4.94], [-2.91, 1.01, -2.57], [-4.10, 0.66, -1.86], [-2.36, -3.15, -3.87], [-1.74, -3.00, -2.21], [-0.71, -2.54, -3.59], [-0.47, 0.71, -5.66], [-1.58, 1.93, -5.01], [-2.10, 0.24, -5.16], [-4.53, 1.57, -1.44], [-3.89, -0.04, -1.04], [-4.81, 0.19, -2.54]], "mulliken_spin": [2.82, 0.00, -0.01, 0.00, 0.02, -0.02, 0.08, 0.08, 0.03, -0.01, 0.02, 0.00, -0.02, 0.02, 0.02, 0.00, 0.01, 0.00, 0.01, -0.03, 0.04, 0.04, 0.03, -0.01, -0.01, -0.05, 0.00, 0.00, 0.00, 0.00, 0.00, 0.01, 0.00, 0.00, 0.00, 0.00, 0.00, 0.00, 0.00, 0.00, 0.00, 0.00, 0.00, 0.00, 0.00, 0.04, -0.02, 0.14, -0.21, 0.13, -0.08, -0.03, 0.05, -0.02, 0.02, -0.12, 0.00, 0.00, 0.00, -0.03, 0.00, 0.00, 0.00, 0.01, 0.01, 0.01, 0.01, 0.01, 0.00, 0.01, 0.02, 0.00, 0.00, 0.00, 0.00, 0.00, 0.00, 0.00, -0.01, 0.00], "orbital_gap_ev": [6.410, 6.961], "spin_multiplicity": 4, "charge": 0}


# 2
{"formula": "C34H36GeN2Se2TcTe2", "method": "ωB97M-V with the def2-TZVPD basis set", "elements": ["Tc", "C", "N", "C", "C", "C", "C", "C", "N", "C", "C", "C", "C", "C", "C", "H", "H", "H", "H", "H", "H", "H", "H", "H", "H", "H", "Se", "Te", "Te", "Se", "C", "Ge", "C", "C", "C", "C", "C", "C", "C", "C", "C", "C", "C", "C", "C", "C", "C", "C", "H", "H", "H", "H", "H", "H", "H", "H", "H", "H", "H", "H", "H", "H", "H", "C", "C", "C", "C", "C", "H", "H", "H", "H", "H", "H", "H", "H", "H", "H"], "xyz": [[-0.04, 0.70, -1.68], [1.88, 2.41, 0.38], [0.58, 2.18, -0.25], [-0.33, 3.07, -0.02], [-1.66, 2.84, -0.47], [-2.87, 3.50, -0.30], [-3.85, 2.66, -0.83], [-3.19, 1.53, -1.31], [-1.87, 1.63, -1.09], [2.47, 3.78, 0.14], [3.26, 4.37, 1.12], [3.86, 5.60, 0.91], [3.68, 6.26, -0.29], [2.89, 5.68, -1.28], [2.29, 4.45, -1.07], [2.58, 1.67, -0.01], [1.78, 2.24, 1.46], [-0.10, 3.97, 0.55], [-3.01, 4.47, 0.17], [-4.91, 2.84, -0.87], [-3.60, 0.66, -1.81], [3.40, 3.85, 2.07], [4.46, 6.04, 1.69], [4.13, 7.23, -0.46], [2.75, 6.18, -2.23], [1.69, 4.00, -1.84], [2.34, 0.99, -2.53], [2.21, 2.46, -4.57], [0.52, 0.83, -5.86], [-1.06, 0.97, -3.83], [-1.00, 1.05, 2.19], [-0.67, -0.20, 0.68], [-2.43, -1.11, 0.51], [-3.51, -0.70, 1.29], [-4.77, -1.25, 1.14], [-4.98, -2.25, 0.20], [-3.92, -2.68, -0.59], [-2.67, -2.11, -0.43], [0.72, -1.33, 1.59], [2.03, -1.08, 1.27], [3.11, -1.68, 1.94], [2.88, -2.55, 2.96], [1.56, -2.87, 3.34], [1.30, -3.78, 4.39], [0.03, -4.09, 4.76], [-1.06, -3.47, 4.10], [-0.84, -2.59, 3.09], [0.47, -2.25, 2.66], [-1.24, 0.45, 3.08], [-1.82, 1.73, 2.00], [-0.11, 1.62, 2.43], [-3.38, 0.09, 2.02], [-5.59, -0.90, 1.75], [-5.97, -2.68, 0.07], [-4.07, -3.45, -1.33], [-1.86, -2.44, -1.07], [2.25, -0.40, 0.44], [4.13, -1.44, 1.64], [3.71, -3.03, 3.48], [2.15, -4.24, 4.89], [-0.15, -4.79, 5.56], [-2.07, -3.71, 4.40], [-1.68, -2.14, 2.58], [1.90, -2.22, -3.38], [0.51, -2.28, -2.75], [0.43, -3.61, -1.98], [-0.52, -2.31, -3.88], [0.39, -1.16, -1.66], [2.05, -3.12, -3.99], [2.69, -2.20, -2.62], [2.02, -1.34, -4.01], [0.58, -4.44, -2.67], [-0.53, -3.76, -1.49], [1.20, -3.67, -1.21], [-0.41, -3.26, -4.41], [-0.36, -1.52, -4.59], [-1.54, -2.24, -3.52], [0.73, -1.68, -0.77]], "lowdin_charge": [0.66, -0.23, -0.19, -0.12, -0.35, -0.06, -0.09, -0.21, -0.19, -0.22, -0.05, -0.10, -0.11, -0.08, -0.06, 0.03, 0.11, 0.15, 0.09, 0.08, 0.10, 0.11, 0.10, 0.09, 0.10, 0.06, 0.00, 0.11, 0.14, -0.01, -0.21, 0.94, -0.31, -0.13, -0.10, -0.11, -0.09, -0.11, -0.22, -0.12, -0.07, -0.05, -0.18, -0.05, -0.10, -0.08, -0.03, -0.16, 0.02, 0.01, 0.01, 0.09, 0.10, 0.09, 0.10, 0.06, 0.07, 0.10, 0.10, 0.10, 0.09, 0.10, 0.08, -0.12, -0.63, -0.08, -0.13, -0.33, 0.08, 0.08, 0.00, 0.08, 0.07, 0.08, 0.08, -0.06, 0.07, -0.01], "orbital_gap_ev": 6.519, "spin_multiplicity": 1, "e_above_lowest_kcal_mol": 0.0, "charge": -1}


# 3
{"formula": "C34H36IrN3PS5Sb", "method": "ωB97M-V with the def2-TZVPD basis set", "elements": ["Ir", "S", "C", "S", "C", "C", "S", "S", "S", "C", "C", "Sb", "C", "C", "C", "C", "H", "H", "H", "H", "H", "H", "H", "H", "H", "H", "H", "H", "H", "H", "H", "N", "C", "N", "C", "C", "C", "C", "C", "C", "H", "H", "H", "H", "H", "H", "N", "P", "C", "C", "C", "C", "C", "C", "C", "C", "C", "C", "C", "C", "C", "C", "C", "C", "C", "C", "H", "H", "H", "H", "H", "H", "H", "H", "H", "H", "H", "H", "H", "H", "H"], "xyz": [[-1.39, 0.39, 0.12], [-7.44, 2.46, 3.72], [-6.11, 2.03, 2.86], [-5.75, 0.40, 2.40], [-4.22, 0.72, 1.62], [-3.79, 1.99, 1.64], [-2.31, 2.56, 0.94], [-4.84, 3.13, 2.45], [-3.34, -0.60, 0.90], [-1.24, 4.12, -2.50], [-1.26, 2.86, -3.36], [-2.24, 1.24, -2.34], [-2.49, -0.17, -3.95], [-1.19, -0.47, -4.69], [-4.21, 2.04, -2.18], [-4.82, 2.56, -3.49], [-0.71, 4.93, -2.99], [-0.75, 3.94, -1.54], [-2.25, 4.47, -2.28], [-0.25, 2.52, -3.60], [-1.78, 3.03, -4.31], [-3.25, 0.23, -4.63], [-2.90, -1.07, -3.49], [-0.78, 0.42, -5.16], [-1.35, -1.21, -5.48], [-0.42, -0.88, -4.03], [-4.14, 2.83, -1.43], [-4.82, 1.25, -1.74], [-4.19, 3.33, -3.95], [-5.80, 3.00, -3.31], [-4.95, 1.76, -4.22], [-0.95, -4.14, -1.20], [-1.70, -3.04, -0.90], [-1.08, -1.92, -1.11], [0.19, -2.29, -1.55], [1.29, -1.49, -1.86], [2.46, -2.13, -2.23], [2.54, -3.53, -2.30], [1.46, -4.33, -2.01], [0.29, -3.68, -1.63], [-1.23, -5.09, -1.10], [-2.71, -3.12, -0.52], [1.23, -0.42, -1.77], [3.34, -1.54, -2.46], [3.48, -3.99, -2.59], [1.52, -5.41, -2.06], [0.47, 0.33, 0.58], [1.57, 0.02, 1.64], [1.59, 1.17, 3.04], [0.42, 1.86, 3.34], [0.39, 2.72, 4.43], [1.52, 2.88, 5.22], [2.69, 2.19, 4.92], [2.73, 1.34, 3.83], [1.49, -1.63, 2.36], [1.76, -2.72, 1.53], [1.62, -4.01, 2.02], [1.20, -4.22, 3.33], [0.92, -3.14, 4.15], [1.07, -1.84, 3.67], [3.22, 0.12, 0.89], [4.30, -0.66, 1.31], [5.53, -0.55, 0.67], [5.68, 0.34, -0.39], [4.61, 1.12, -0.81], [3.38, 1.01, -0.17], [-0.46, 1.73, 2.72], [-0.52, 3.26, 4.66], [1.50, 3.55, 6.07], [3.58, 2.33, 5.53], [3.64, 0.81, 3.58], [2.10, -2.55, 0.52], [1.85, -4.85, 1.37], [1.09, -5.23, 3.70], [0.60, -3.30, 5.17], [0.85, -1.00, 4.32], [4.17, -1.37, 2.12], [6.36, -1.16, 0.99], [6.64, 0.42, -0.89], [4.73, 1.81, -1.63], [2.53, 1.60, -0.50]], "mulliken_spin": [2.08, 0.01, 0.00, 0.00, 0.00, 0.03, 0.37, 0.00, 0.39, 0.01, 0.05, 0.27, 0.03, 0.01, -0.01, 0.00, 0.00, -0.01, 0.00, 0.00, 0.01, 0.00, -0.01, 0.00, 0.00, 0.00, 0.00, 0.00, 0.00, 0.00, 0.00, 0.00, 0.00, 0.14, -0.06, 0.07, 0.00, 0.00, 0.00, 0.00, 0.00, 0.00, -0.04, 0.00, 0.00, 0.00, 0.54, -0.05, 0.07, 0.02, -0.01, 0.00, 0.00, 0.00, 0.03, 0.00, 0.00, 0.00, 0.00, 0.00, 0.03, 0.00, 0.00, 0.00, 0.00, 0.02, -0.02, 0.00, 0.00, 0.00, 0.00, -0.01, 0.00, 0.00, 0.00, 0.00, 0.00, 0.00, 0.00, 0.00, -0.01], "orbital_gap_ev": [6.573, 6.019], "spin_multiplicity": 5, "e_above_lowest_kcal_mol": 5.3, "charge": 0}


# 4
{"formula": "C34H36N3O4P2Se2Ti", "method": "ωB97M-V with the def2-TZVPD basis set", "elements": ["Ti", "C", "C", "O", "C", "C", "O", "C", "C", "O", "C", "C", "O", "H", "H", "H", "H", "H", "H", "H", "H", "H", "H", "H", "H", "H", "H", "H", "H", "Se", "P", "C", "C", "C", "C", "C", "C", "C", "C", "C", "C", "C", "C", "C", "C", "N", "N", "N", "P", "Se", "C", "C", "C", "C", "C", "C", "C", "C", "C", "C", "C", "C", "H", "H", "H", "H", "H", "H", "H", "H", "H", "H", "H", "H", "H", "H", "H", "H", "H", "H", "H", "H"], "xyz": [[2.55, -1.16, 0.19], [4.59, 0.86, -0.81], [5.07, -0.38, -1.55], [5.75, -1.16, -0.58], [5.94, -2.54, -0.84], [4.65, -3.36, -0.69], [3.79, -2.82, 0.32], [3.88, -3.24, 1.70], [4.15, -2.01, 2.53], [3.03, -1.11, 2.29], [3.27, 0.28, 2.64], [4.20, 0.94, 1.63], [3.84, 0.39, 0.34], [3.94, 1.49, -1.41], [5.46, 1.42, -0.48], [5.72, -0.11, -2.38], [4.22, -0.92, -1.96], [6.67, -2.86, -0.11], [6.35, -2.71, -1.83], [4.88, -4.40, -0.46], [4.06, -3.34, -1.60], [4.65, -4.00, 1.83], [2.92, -3.66, 1.97], [5.08, -1.54, 2.20], [4.21, -2.25, 3.58], [3.68, 0.36, 3.64], [2.29, 0.75, 2.61], [5.25, 0.72, 1.81], [4.05, 2.01, 1.63], [-3.96, 0.24, 0.10], [-2.58, 1.81, -0.15], [-2.72, 3.03, 1.19], [-4.01, 3.49, 1.47], [-4.22, 4.41, 2.49], [-3.14, 4.86, 3.25], [-1.87, 4.40, 2.98], [-1.65, 3.49, 1.95], [-2.81, 2.70, -1.71], [-4.11, 3.06, -2.07], [-4.35, 3.73, -3.26], [-3.29, 4.02, -4.12], [-2.00, 3.65, -3.78], [-1.75, 2.99, -2.58], [-0.85, 1.25, -0.18], [-0.29, -0.01, -0.20], [1.06, 0.17, -0.07], [1.30, 1.49, -0.01], [0.16, 2.15, -0.08], [-0.86, -1.71, -0.37], [0.91, -2.95, -0.66], [-1.68, -2.19, 1.15], [-2.99, -2.66, 1.18], [-3.57, -2.98, 2.40], [-2.86, -2.80, 3.58], [-1.56, -2.32, 3.54], [-0.97, -2.02, 2.33], [-1.91, -1.89, -1.81], [-2.42, -3.15, -2.10], [-3.17, -3.34, -3.25], [-3.38, -2.28, -4.12], [-2.84, -1.03, -3.84], [-2.11, -0.83, -2.69], [-4.86, 3.10, 0.92], [-5.22, 4.76, 2.70], [-3.31, 5.57, 4.05], [-1.03, 4.75, 3.57], [-0.64, 3.16, 1.73], [-4.94, 2.79, -1.43], [-5.36, 4.01, -3.53], [-3.48, 4.54, -5.06], [-1.17, 3.88, -4.45], [-0.74, 2.74, -2.31], [-3.56, -2.76, 0.27], [-4.59, -3.35, 2.43], [-3.33, -3.03, 4.53], [-1.01, -2.18, 4.46], [0.05, -1.65, 2.30], [-2.22, -4.00, -1.45], [-3.57, -4.32, -3.48], [-3.97, -2.42, -5.02], [-3.01, -0.20, -4.52], [-1.71, 0.15, -2.47]], "mulliken_spin": [1.84, -0.01, 0.10, 0.00, -0.01, 0.02, -0.10, 0.00, 0.02, 0.00, 0.04, 0.00, 0.01, -0.02, 0.00, 0.01, 0.00, 0.00, 0.00, 0.00, 0.00, 0.00, 0.00, 0.00, 0.00, 0.01, -0.01, 0.00, 0.00, 0.00, 0.00, 0.00, 0.00, 0.00, 0.00, 0.00, 0.00, 0.00, 0.00, 0.00, 0.00, 0.00, 0.00, 0.00, 0.01, -0.05, 0.03, 0.01, 0.07, 0.01, -0.02, 0.00, 0.00, 0.00, 0.01, 0.04, 0.00, 0.00, 0.00, 0.00, 0.00, 0.00, 0.00, 0.00, 0.00, 0.00, 0.00, 0.00, 0.00, 0.00, 0.00, 0.00, 0.00, 0.00, 0.00, 0.00, 0.00, 0.00, 0.00, 0.00, 0.00, 0.00], "orbital_gap_ev": [7.426, 7.718], "spin_multiplicity": 3, "charge": 1}


# 5
{"formula": "C34H37Cl5N3PPtS", "method": "ωB97M-V with the def2-TZVPD basis set", "elements": ["Pt", "C", "C", "C", "P", "C", "C", "C", "C", "C", "C", "C", "C", "C", "C", "N", "C", "C", "C", "C", "C", "C", "C", "C", "C", "H", "H", "H", "H", "H", "H", "H", "H", "H", "H", "H", "H", "H", "H", "H", "H", "H", "H", "H", "H", "H", "H", "H", "H", "H", "H", "H", "H", "H", "H", "H", "Cl", "C", "C", "C", "Cl", "C", "Cl", "C", "Cl", "C", "Cl", "N", "C", "S", "C", "C", "C", "N", "C", "C", "H", "H", "H", "H", "H", "H"], "xyz": [[-0.36, 0.66, 0.53], [-2.96, 0.86, -1.83], [-2.22, 2.20, -1.83], [-2.34, 2.87, -3.19], [-0.48, 1.93, -1.29], [0.34, 3.56, -1.39], [-0.38, 4.64, -0.57], [1.80, 3.42, -0.97], [0.26, 0.89, -2.55], [0.57, 1.31, -3.85], [1.15, 0.45, -4.77], [1.48, 0.90, -6.17], [1.42, -0.85, -4.34], [1.12, -1.29, -3.07], [0.53, -0.42, -2.12], [0.23, -0.81, -0.84], [0.98, -1.92, -0.33], [0.43, -3.20, -0.32], [-0.89, -3.51, -0.99], [1.15, -4.25, 0.25], [2.41, -4.06, 0.80], [3.15, -5.19, 1.46], [2.98, -2.80, 0.70], [2.30, -1.73, 0.12], [3.00, -0.42, -0.08], [-3.97, 0.99, -2.24], [-3.05, 0.44, -0.83], [-2.44, 0.13, -2.46], [-2.67, 2.85, -1.07], [-2.02, 2.21, -3.99], [-1.77, 3.80, -3.26], [-3.39, 3.12, -3.38], [0.31, 3.84, -2.45], [-0.32, 4.42, 0.50], [-1.43, 4.74, -0.84], [0.11, 5.60, -0.74], [1.87, 3.13, 0.08], [2.32, 4.37, -1.09], [2.32, 2.67, -1.56], [0.37, 2.33, -4.14], [1.39, 1.98, -6.26], [0.81, 0.45, -6.90], [2.50, 0.63, -6.44], [1.88, -1.55, -5.03], [1.37, -2.30, -2.78], [-1.70, -3.66, -0.28], [-0.80, -4.43, -1.57], [-1.17, -2.70, -1.67], [0.71, -5.25, 0.25], [2.88, -6.15, 1.02], [2.91, -5.25, 2.53], [4.23, -5.06, 1.38], [3.98, -2.64, 1.06], [3.88, -0.34, 0.56], [2.34, 0.43, 0.12], [3.33, -0.33, -1.12], [1.88, 2.10, 2.39], [0.27, 2.73, 2.60], [-0.78, 2.15, 1.89], [-2.05, 2.63, 2.21], [-3.44, 1.84, 1.52], [-2.27, 3.68, 3.09], [-3.87, 4.25, 3.41], [-1.19, 4.28, 3.72], [-1.43, 5.60, 4.80], [0.09, 3.79, 3.49], [1.44, 4.49, 4.31], [-1.93, -4.89, 4.58], [-1.77, -3.64, 5.06], [-2.03, -3.24, 6.62], [-1.36, -2.64, 4.03], [-0.59, -1.53, 4.39], [-0.22, -0.63, 3.42], [-0.56, -0.76, 2.14], [-1.32, -1.81, 1.79], [-1.73, -2.76, 2.70], [-2.17, -5.62, 5.23], [-1.58, -5.15, 3.67], [-0.29, -1.39, 5.42], [0.39, 0.23, 3.67], [-1.59, -1.86, 0.74], [-2.37, -3.57, 2.36]], "lowdin_charge": [0.93, -0.13, -0.53, -0.10, 0.92, -0.52, -0.09, -0.11, -0.29, -0.06, -0.29, -0.06, -0.04, -0.01, -0.33, -0.14, -0.27, -0.23, -0.04, -0.02, -0.27, -0.06, -0.01, -0.20, -0.04, 0.08, 0.02, 0.08, 0.08, 0.07, 0.07, 0.08, 0.10, 0.06, 0.07, 0.09, 0.01, 0.08, 0.07, 0.10, 0.07, 0.08, 0.08, 0.11, 0.11, 0.06, 0.08, 0.07, 0.12, 0.07, 0.08, 0.07, 0.12, 0.08, 0.01, 0.09, 0.70, -0.71, -0.41, -0.69, 0.69, -0.71, 0.68, -0.71, 0.68, -0.71, 0.68, 0.09, -0.84, 0.69, -0.22, -0.01, -0.08, -0.05, -0.11, 0.01, 0.10, 0.10, 0.10, 0.09, 0.09, 0.12], "orbital_gap_ev": 6.294, "spin_multiplicity": 1, "e_above_lowest_kcal_mol": 0.0, "charge": 0}